(1)
The following is a quantum chemistry calculation of 2 unconnected molecules or ions with the total composition C4H10O3, from the OMol25 dataset.

The calculation puts the energy relative to the best compared isomer or geometry (same formula, charge and spin) at 104.56 kcal per mole. The value obtained for the HOMO energy is -9.06 eV. The frontier orbital gap is 9.53 eV.

Structure (XYZ):
```
17
Properties=species:S:1:pos:R:3:nbo_charge:R:1
C 2.03041 1.03958 -0.25537 -0.269
O 1.95225 -0.32185 0.22596 -0.517
C 1.63953 -1.19977 -0.69721 0.067
C -1.01904 -0.82421 0.27839 -0.092
O -0.53251 -0.15881 1.42890 -0.744
C -2.13854 0.02127 -0.29639 -0.082
O -1.68577 1.34958 -0.45347 -0.718
H 2.47906 1.62646 0.54730 0.195
H 1.01619 1.38426 -0.47963 0.213
H 2.64346 1.05664 -1.15620 0.207
H -0.25312 -0.87748 -0.51457 0.173
H 1.53207 -2.14216 -0.10614 0.087
H -1.34344 -1.84693 0.51602 0.171
H 0.42557 -0.29511 1.48243 0.487
H -3.02406 -0.02592 0.35345 0.163
H -2.41108 -0.35908 -1.28585 0.185
H -1.31096 1.57352 0.41240 0.476
```


(2)
The following is a quantum chemistry calculation of C6H12O in the gas phase, from the OMol25 dataset.

The calculation puts the energy relative to the best compared isomer or geometry (same formula, charge and spin) at 115.36 kcal per mole. The value obtained for the HOMO energy is -7.00 eV. The frontier orbital gap is 7.65 eV.

Structure (XYZ):
```
19
Properties=species:S:1:pos:R:3:nbo_charge:R:1
C -0.22449 -1.97877 0.29110 -0.614
C -0.43488 -0.47749 0.46678 -0.211
C -1.92297 -0.12160 0.53037 -0.607
C 0.29551 0.28046 -0.65425 -0.371
C 0.53754 1.71741 -0.43766 0.015
C 1.83492 0.10719 -0.68731 -0.291
O 2.14549 1.55686 0.02794 -0.633
H 0.84525 -2.18512 0.18983 0.241
H -0.62190 -2.54419 1.14169 0.205
H -0.73366 -2.33701 -0.61404 0.195
H 0.03692 -0.17615 1.41558 0.184
H -2.42192 -0.63656 1.36077 0.213
H -2.43180 -0.42056 -0.39518 0.203
H -2.08456 0.95582 0.66393 0.198
H -0.12545 0.02349 -1.63681 0.223
H 0.62017 2.32418 -1.34353 0.218
H 0.13478 2.24867 0.41918 0.192
H 2.20507 0.38487 -1.68482 0.131
H 2.34597 1.27850 0.94647 0.510
```


(3)
The following is a quantum chemistry calculation of a molecular structure, C4H6BrClNO2, from the OMol25 dataset.

The calculation puts the energy relative to the best compared isomer or geometry (same formula, charge and spin) at 49.98 kcal per mole. The value obtained for the HOMO energy is -4.65 eV. As for the net charge: -1. The frontier orbital gap is 6.77 eV.

Structure (XYZ):
```
15
Properties=species:S:1:pos:R:3:nbo_charge:R:1
C 2.24197 -1.72670 -0.44438 1.005
C 0.27424 0.82169 1.06450 -0.620
C 0.12641 1.52649 -1.34684 -0.165
C -0.06445 1.57150 -0.19608 -0.073
N -2.75596 -0.29919 0.01362 -0.974
O 1.88562 -2.37401 0.45075 -0.619
O 2.09167 -1.12678 -1.42868 -0.608
Cl 4.42165 -1.34584 0.09812 -0.775
Br -4.01688 0.99974 -0.59936 0.163
H 0.18679 1.31892 1.96049 0.207
H 1.19277 0.24926 1.11673 0.266
H -0.58437 -0.06046 1.06254 0.173
H -2.02395 -0.10703 0.72631 0.391
H -3.15970 -1.36951 -0.09842 0.402
H 0.18421 1.92191 -2.37929 0.226
```